A structure of composition C5H5N3O3 at a distorted geometry, computed with ωB97M-V with the def2-TZVPD basis set.

energy relative to the best compared isomer or geometry (same formula, charge and spin)	9.2859	eV
orbital gap	7.394	eV
M	155.1	g/mol
DFT total energy	-583.170032	Ha
HOMO	-0.364	hartree

Element x y z (Å)
1 C -0.591 1.433 0.570
2 C 1.229 -0.114 0.188
3 C 2.427 0.803 0.162
4 C 0.299 -1.960 -0.411
5 C -0.826 -1.009 -0.408
6 H -1.149 2.369 -0.310
7 H 0.157 2.067 0.918
8 H -1.288 0.940 1.463
9 H 3.526 0.544 -0.133
10 H 0.389 -3.215 -0.253
11 N -0.041 0.209 -0.268
12 N 1.433 -1.421 -0.040
13 N -2.270 -0.906 -0.540
14 O 2.213 1.921 0.577
15 O -2.937 -2.006 -0.188
16 O -2.570 0.345 -1.326

These are the Löwdin partial charges, in e, on atoms 1 to 8: C -0.008; C -0.259; C -0.137; C -0.084; C -0.119; H 0.188; H -0.008; H 0.147